# C21H29FN4O

C21H29FN4O in the gas phase (ωB97M-V/def2-TZVPD, the OMol25 dataset).

Structure (XYZ):
```
56
Properties=species:S:1:pos:R:3:forces:R:3
C 5.76875 0.15958 -4.63835 -0.21 0.09 0.06
C 4.30043 0.39685 -4.31431 0.08 -0.25 -0.02
H 4.21428 0.98383 -3.39754 -0.08 0.04 0.00
H 3.82681 0.96247 -5.11811 -0.08 0.02 0.05
C 3.54893 -0.92727 -4.14541 0.45 0.34 -0.19
N 2.15850 -0.71088 -3.85412 -0.50 -0.08 0.48
C 1.57433 -0.54477 -2.64491 -0.43 0.03 0.02
C 0.23320 -0.29120 -2.89086 0.54 0.10 -0.21
C 0.12467 -0.30489 -4.29329 0.15 -0.03 0.39
N 1.28669 -0.56964 -4.85136 0.02 -0.02 -0.85
H -0.75074 -0.15049 -4.89065 -0.18 0.05 -0.18
C -0.81747 0.05673 -1.90349 0.19 -0.15 -0.05
O -1.27637 1.18454 -1.85076 -0.12 0.28 -0.06
N -1.20195 -0.93525 -1.05986 -0.04 0.00 0.10
C -0.78943 -2.30985 -1.20554 0.11 -0.26 -0.05
H -0.16010 -2.61768 -0.36507 -0.01 -0.07 -0.01
H -1.66811 -2.95848 -1.23853 0.02 -0.02 0.02
H -0.23227 -2.43767 -2.13031 -0.05 -0.06 0.09
C -2.14102 -0.66503 0.02396 -0.12 0.48 -0.02
C -3.51528 -0.21841 -0.47636 -0.04 -0.18 0.16
C -4.41815 0.00818 0.73045 0.06 0.21 -0.06
C -3.77683 1.00629 1.68972 -0.27 -0.18 0.05
N -2.48667 0.50526 2.12938 -0.04 0.08 0.08
C -1.58665 0.38158 0.99494 0.12 -0.22 -0.06
H -0.60809 0.05533 1.35987 -0.02 0.01 -0.06
H -1.46217 1.33942 0.46706 0.01 -0.07 0.08
C -1.89987 1.32480 3.17471 -0.09 0.11 -0.03
C -0.76494 0.60400 3.85013 0.18 0.23 0.08
C 0.34995 1.28124 4.32504 -0.05 -0.22 0.01
C 1.39752 0.63716 4.95742 -0.02 0.16 -0.05
C 1.33725 -0.73460 5.12461 0.00 0.02 -0.01
C 0.23630 -1.43754 4.66272 -0.01 -0.13 0.03
C -0.80189 -0.77285 4.03597 0.10 0.06 0.07
H -1.66293 -1.30893 3.66864 -0.09 -0.06 -0.06
H 0.18703 -2.50802 4.79489 -0.01 -0.09 0.01
H 2.14839 -1.25089 5.61496 0.07 -0.04 0.04
H 2.23994 1.21342 5.30648 0.07 0.08 0.03
F 0.42568 2.62398 4.16951 -0.03 -0.11 0.00
H -1.54916 2.29863 2.79238 -0.08 -0.08 0.06
H -2.67490 1.52342 3.92379 0.03 0.07 -0.10
H -4.41407 1.13266 2.56928 0.04 0.07 -0.04
H -3.67978 1.98532 1.18843 -0.01 0.02 0.04
H -5.39012 0.38515 0.40942 -0.05 -0.03 0.01
H -4.57186 -0.93666 1.25625 -0.08 -0.01 0.06
H -3.40114 0.70727 -1.04042 0.00 -0.05 -0.03
H -3.93785 -0.97716 -1.13854 0.00 -0.01 -0.05
H -2.25919 -1.59949 0.58274 0.05 0.07 -0.05
C 2.30722 -0.64017 -1.35618 0.05 -0.04 -0.10
H 1.63598 -0.38653 -0.54008 0.00 0.01 0.09
H 3.15176 0.04713 -1.33501 0.06 0.03 0.08
H 2.68591 -1.65109 -1.19678 0.04 -0.03 0.08
H 3.99540 -1.51833 -3.34141 -0.05 -0.01 -0.07
H 3.59848 -1.49513 -5.07761 -0.02 -0.04 0.16
H 6.28701 1.10701 -4.75982 0.12 0.04 -0.03
H 6.25396 -0.39677 -3.83894 0.12 -0.06 0.06
H 5.86901 -0.40728 -5.56084 0.08 -0.07 -0.11
```
Forces are in eV/Å.

Output
HOMO energy, eV: -8.6
LUMO energy, eV: 0.637
SMILES: CCCn1ncc(C(=O)N(C)[C@@H]2CCCN(Cc3ccccc3F)C2)c1C
ΔE to the lowest compared entry with this formula, charge and spin, kcal per mole: 13.8